Here is one molecule with the formula C16H16N4O2S2 in a non-equilibrium geometry from OMol25. Energies are from ωB97M-V with the def2-TZVPD basis set.

Computed properties:
* relative energy (zero: lowest compared OMol25 entry of this formula, charge and spin): 73.4 kcal/mol
* net charge: 0
* molecular weight: 360.464 g/mol
* HOMO level: -7.79 eV
* SMILES: C=CCn1c(-c2csc(-c3ccc(OC)c(OC)c3)n2)n[nH]c1=S
* frontier orbital gap: 7.688 eV

Each line ends with the natural charge from an NBO analysis.
Cartesian coordinates (Å):
1 S -1.104 -0.872 3.125  0.4040
2 S 5.109 3.831 2.044  -0.3191
3 O -3.917 -3.045 -0.780  -0.5116
4 O -2.633 -2.830 -3.264  -0.5124
5 N 2.566 1.846 4.179  -0.2560
6 N 0.657 0.058 1.497  -0.4518
7 N 3.558 2.750 3.961  -0.3821
8 N 2.925 2.143 2.010  -0.3760
9 C -0.271 -1.045 -0.994  -0.1686
10 C -2.182 -1.884 0.230  -0.1997
11 C 0.241 0.068 3.751  -0.3738
12 C 2.876 2.068 0.527  -0.2612
13 C -0.972 -1.166 0.230  -0.1188
14 C -5.037 -2.541 -1.535  -0.2500
15 C 1.977 3.138 -0.010  -0.2243
16 C 1.031 0.544 2.734  0.0469
17 C 2.576 4.154 -0.683  -0.3505
18 C -2.063 -2.220 -2.162  0.3146
19 C 2.146 1.491 2.977  0.3405
20 C -0.428 -0.642 1.513  0.0994
21 C -2.746 -2.344 -0.952  0.2350
22 C -0.848 -1.563 -2.167  -0.2926
23 C 3.835 2.895 2.653  0.2600
24 C -1.832 -3.010 -4.433  -0.2570
25 H -4.771 -1.706 -2.162  0.1862
26 H -2.719 -2.032 1.170  0.2251
27 H -0.228 -1.417 -3.036  0.2253
28 H 1.942 4.987 -1.058  0.1990
29 H -5.399 -3.358 -2.183  0.1887
30 H -2.346 -3.577 -5.220  0.2065
31 H 0.906 3.132 0.131  0.2134
32 H 0.661 -0.520 -1.073  0.2296
33 H 4.316 2.926 4.590  0.4276
34 H 3.893 2.119 0.096  0.2455
35 H 2.473 1.127 0.226  0.2374
36 H -0.964 -3.632 -4.156  0.1796
37 H 3.666 4.178 -0.860  0.2133
38 H -1.438 -2.090 -4.866  0.1779
39 H -5.876 -2.261 -0.871  0.1831
40 H 0.420 0.302 4.818  0.2671